A structure of composition C33H19N13OsTe at a distorted geometry. Source: OMol25; level of theory: ωB97M-V/def2-TZVPD.

XYZ file:
```
67
Properties=species:S:1:pos:R:3:forces:R:3
Os 0.049 0.335 -0.222 -0.200 -1.281 0.644
C -4.162 -2.071 -4.711 -0.097 -0.017 -0.030
C -5.126 -1.460 -3.913 0.016 -0.050 -0.062
C -4.763 -0.716 -2.797 0.056 0.095 0.171
C -3.416 -0.599 -2.511 0.045 -0.296 -0.419
C -2.694 0.134 -1.466 0.216 0.517 0.545
N -3.251 0.943 -0.608 -0.250 -0.336 -0.404
C -2.586 1.620 0.348 0.272 -0.053 0.235
C -3.134 2.754 1.046 0.083 0.142 0.111
C -4.350 3.419 0.930 0.005 -0.088 -0.011
C -4.537 4.562 1.688 -0.023 -0.027 -0.012
C -3.538 5.024 2.555 -0.047 0.038 0.035
C -2.335 4.354 2.690 0.127 -0.065 0.059
C -2.132 3.212 1.924 -0.258 0.059 -0.168
C -1.002 2.334 1.744 -0.124 -0.370 -0.207
N 0.152 2.413 2.428 0.403 0.135 0.361
C 1.261 1.838 2.074 -0.576 0.019 -0.348
N 1.488 1.139 0.914 0.514 0.261 0.393
C 2.813 0.804 0.819 -0.295 -0.149 -0.580
N 3.403 0.250 -0.200 0.374 0.109 0.396
C 2.780 -0.181 -1.309 -0.361 -0.175 -0.029
N 1.441 -0.415 -1.456 0.646 0.012 -0.657
C 1.197 -0.874 -2.724 0.137 0.035 0.376
N 0.005 -1.195 -3.258 -0.498 -0.192 -0.211
C -1.144 -0.878 -2.737 0.757 0.167 0.212
N -1.353 -0.099 -1.624 -0.354 -0.061 -0.338
C -2.448 -1.224 -3.308 -0.553 0.082 -0.007
C -2.809 -1.965 -4.417 0.188 0.003 0.062
C 2.446 -0.943 -3.439 0.187 0.104 0.089
C 2.757 -1.288 -4.750 -0.019 -0.056 0.009
C 4.078 -1.180 -5.149 -0.005 -0.020 -0.038
C 5.073 -0.749 -4.262 0.038 -0.001 -0.011
C 4.772 -0.411 -2.955 -0.026 0.011 0.145
C 3.446 -0.503 -2.548 -0.104 -0.076 -0.238
C 3.486 1.249 2.044 -0.020 0.233 0.418
C 4.794 1.141 2.473 -0.040 -0.070 -0.182
C 5.116 1.683 3.712 0.010 0.000 0.031
C 4.155 2.324 4.488 0.087 -0.012 0.031
C 2.841 2.442 4.051 -0.170 0.053 -0.067
C 2.519 1.893 2.825 0.467 -0.111 0.037
N -1.314 1.401 0.794 -0.494 0.754 0.130
H -4.473 -2.641 -5.578 -0.013 -0.009 0.021
H -6.172 -1.569 -4.167 0.002 -0.007 0.011
H -5.501 -0.249 -2.158 -0.004 0.033 -0.042
H -5.120 3.038 0.271 0.014 0.048 -0.001
H -5.469 5.107 1.612 0.008 0.004 0.017
H -3.717 5.925 3.128 0.011 -0.011 0.011
H -1.564 4.709 3.361 -0.009 0.008 -0.011
H -2.059 -2.450 -5.028 0.011 0.034 -0.003
H 1.987 -1.631 -5.428 -0.004 0.029 0.001
H 4.351 -1.432 -6.166 -0.003 -0.010 0.010
H 6.095 -0.678 -4.614 0.001 -0.004 0.019
H 5.531 -0.081 -2.257 0.025 0.010 -0.050
H 5.535 0.647 1.858 0.001 0.001 0.015
H 6.131 1.603 4.079 -0.007 0.016 0.009
H 4.440 2.735 5.448 -0.019 0.004 -0.004
H 2.088 2.947 4.641 0.008 -0.016 0.010
Te -0.279 -1.720 1.173 0.105 0.552 -0.465
N -2.454 3.803 -2.908 -0.217 0.607 -0.073
N -1.261 3.163 -2.717 0.342 -0.331 0.255
N -0.517 2.721 -3.705 -0.071 0.082 -0.116
C 0.520 2.228 -3.044 0.023 0.082 0.083
N 0.388 2.381 -1.716 -0.160 -0.207 -0.015
N -0.768 2.994 -1.532 -0.136 0.191 -0.190
H -2.918 3.427 -3.721 -0.001 -0.204 -0.027
H -3.008 3.729 -2.063 0.013 -0.153 0.025
H 1.369 1.776 -3.529 -0.034 -0.067 0.042
```
Positions in Å, forces in eV/Å.

net charge: 0
2S+1: 5
E_LUMO (spin up / spin down): -0.9 / -2.4 eV
max |F|: 1.45 eV/A
energy above the lowest of the compared OMol25 structures with the same formula, charge and spin: 0.0 kcal per mole

A structure of composition C5H11NOS at a distorted geometry. Source: OMol25; level of theory: ωB97M-V/def2-TZVPD.

XYZ file:
```
19
Properties=species:S:1:pos:R:3:forces:R:3
C -1.630 -0.428 -0.282 -1.930 -5.713 1.763
C -0.222 -0.072 -0.052 -1.308 4.580 -0.962
C 0.464 0.517 -1.291 -1.020 1.349 -4.815
C 1.806 0.149 -0.714 3.709 -0.311 2.102
C 1.016 -0.751 0.318 2.579 -4.832 -2.267
H -1.995 -1.320 1.801 -1.439 1.732 -2.978
H -2.697 0.163 1.511 -0.001 -0.264 -0.495
H -2.146 0.290 -0.960 0.350 -0.871 0.564
H -1.546 -1.625 -0.657 -0.570 3.355 0.043
H 0.588 2.569 0.038 -2.127 -2.627 2.596
H 0.417 1.670 -1.552 -0.386 -2.303 0.810
H 0.001 0.087 -2.322 1.592 0.197 2.326
H 2.791 -0.386 -1.162 -2.719 1.367 0.399
H 2.209 1.068 -0.110 -0.539 -1.556 -1.246
H 1.206 -1.854 -0.131 -1.244 2.168 0.869
H 1.288 0.105 1.869 0.132 -0.937 0.850
N -2.558 -0.722 1.000 2.823 -0.317 1.072
O 1.313 -0.861 1.647 0.595 1.447 0.590
S -0.305 1.402 1.051 1.502 3.534 -1.221
```
Positions in Å, forces in eV/Å.

net charge: 0
E_LUMO: -0.3 eV
max |F|: 6.28 eV/A
energy above the lowest of the compared OMol25 structures with the same formula, charge and spin: 138.7 kcal per mole

A structure of composition C2F8InN2O8S4 at a distorted geometry. Source: OMol25; level of theory: ωB97M-V/def2-TZVPD.

XYZ file:
```
25
Properties=species:S:1:pos:R:3:forces:R:3
In 0.825 0.868 -0.369 -0.492 -0.125 0.493
C -1.183 -2.750 -2.908 -0.919 -1.294 -0.347
F -2.262 -2.653 -3.644 0.056 0.378 0.317
F -0.852 -4.007 -2.784 0.553 0.230 -0.068
F -0.240 -1.984 -3.336 0.542 0.364 -0.004
S -1.741 -2.247 -1.077 -1.992 2.741 -0.462
O -2.517 -1.028 -1.242 1.185 -1.325 0.132
O -2.332 -3.441 -0.567 0.842 0.736 0.233
N -0.173 -1.723 -0.525 -1.048 -1.801 -0.553
S 0.503 -2.951 0.344 3.482 -0.211 2.473
O 0.358 -4.299 -0.116 -0.666 0.988 -0.687
O 1.879 -2.509 0.552 -1.638 0.347 -0.027
C -0.400 -2.914 2.066 -0.848 -1.813 0.055
F 0.395 -2.974 3.111 0.473 0.916 -0.641
F -1.243 -1.892 2.125 0.455 0.514 -0.066
F -1.120 -4.034 2.104 -0.021 0.211 -0.424
N 1.065 3.613 0.243 3.454 0.164 0.393
S 0.118 4.802 0.180 -8.917 3.175 -4.339
O 0.502 5.996 -0.554 0.907 -1.711 1.703
O -0.802 4.947 1.272 1.232 -0.117 -0.219
F -0.832 4.073 -0.933 0.546 0.218 0.583
S 2.167 4.386 1.257 6.865 -3.197 3.142
O 1.669 4.674 2.552 -0.874 0.725 -0.847
O 3.317 5.075 0.726 -2.671 0.216 -0.687
F 2.901 2.972 1.522 -0.505 -0.328 -0.152
```
Positions in Å, forces in eV/Å.

net charge: +1
E_LUMO: -11.7 eV
max |F|: 10.41 eV/A
energy above the lowest of the compared OMol25 structures with the same formula, charge and spin: 0.0 kcal per mole